1.
C16H15FeNO5 as an isolated structure, computed with ωB97M-V with the def2-TZVPD basis set.

Calculated values
HOMO level (spin up / spin down) (eV): 1.3 / -1.2
Energy above the lowest of the compared OMol25 structures with the same formula, charge and spin (kcal/mol): 11.80
Charge: -2
<S²>: 6.12
Multiplicity: 5
Energy (hartree): -2313.057458
Orbital gap (spin up / spin down) (eV): 3.8399 / 4.9658

Cartesian coordinates (Å):
C (-1.66, 3.34, 0.60)
C (-0.57, 3.22, 1.70)
C (0.48, 2.39, 1.83)
Fe (0.61, -1.22, 1.37)
C (2.15, -0.49, 1.96)
O (3.29, -0.25, 2.01)
C (0.67, -0.67, -0.28)
O (0.93, -0.56, -1.42)
C (-0.04, -1.71, 3.19)
C (-0.07, -2.85, 2.26)
C (-0.92, -2.50, 1.17)
C (-1.43, -1.14, 1.41)
C (-0.93, -0.69, 2.66)
H (-2.53, 3.91, 0.97)
H (-1.25, 3.85, -0.28)
H (-2.04, 2.34, 0.29)
H (-0.93, 3.67, 2.66)
H (1.16, 2.12, 0.98)
H (0.73, 1.96, 2.83)
H (0.50, -1.67, 4.15)
H (0.46, -3.82, 2.37)
H (-1.14, -3.16, 0.31)
H (-2.20, -0.62, 0.82)
H (-1.26, 0.22, 3.21)
O (4.69, 6.15, -1.01)
N (4.49, 5.78, -2.19)
O (5.24, 6.09, -3.13)
C (3.34, 4.90, -2.43)
C (2.93, 4.66, -3.75)
C (1.75, 3.93, -3.94)
C (1.07, 3.42, -2.87)
C (1.43, 3.75, -1.48)
O (0.74, 3.40, -0.49)
C (2.65, 4.48, -1.32)
H (3.54, 5.06, -4.56)
H (1.41, 3.77, -4.95)
H (0.20, 2.78, -2.98)
H (3.01, 4.74, -0.33)

***

2.
One molecule with the formula C16H15N3O3, computed with ωB97M-V with the def2-TZVPD basis set.

Calculated values
HOMO level (eV): -7.7
Energy above the lowest of the compared OMol25 structures with the same formula, charge and spin (kcal/mol): 31.74
Charge: 0
Structure (SMILES): CC1=C(CCC(=O)O)C(=O)N2c3ccccc3N[C@@H]2[C@@H]1C#N
Energy (hartree): -1008.697186
Orbital gap (eV): 7.6334

Cartesian coordinates (Å):
N (-0.14, 0.22, -3.63)
O (-0.52, -1.48, 1.36)
O (4.91, -0.72, 2.55)
C (0.07, 0.73, -2.61)
O (3.73, -2.33, 3.70)
C (-0.22, -0.50, 0.68)
C (3.84, -1.22, 2.92)
C (1.21, -0.23, 0.31)
C (1.50, 0.76, -0.63)
C (-4.98, -0.45, -1.40)
C (-4.40, -1.50, -0.63)
C (-4.29, 0.77, -1.55)
C (-3.15, -1.31, -0.04)
C (-3.03, 0.93, -0.97)
C (-2.49, -0.09, -0.22)
N (-2.14, 1.98, -1.00)
N (-1.19, 0.32, 0.15)
C (2.97, 1.18, -0.95)
C (2.57, -0.62, 2.35)
C (2.36, -1.05, 0.90)
C (0.37, 1.48, -1.35)
C (-0.85, 1.58, -0.45)
H (4.63, -2.63, 3.90)
H (-5.96, -0.61, -1.84)
H (-4.91, -2.45, -0.51)
H (-4.75, 1.60, -2.05)
H (-2.75, -2.15, 0.48)
H (-2.19, 2.68, -1.74)
H (3.36, 0.58, -1.79)
H (3.01, 2.27, -1.19)
H (3.66, 1.09, -0.09)
H (1.69, -0.99, 2.91)
H (2.64, 0.44, 2.45)
H (3.30, -0.97, 0.38)
H (2.11, -2.12, 0.87)
H (0.67, 2.51, -1.62)
H (-0.63, 2.31, 0.36)

***

3.
One molecule with the formula C16H15N3O3, computed with ωB97M-V with the def2-TZVPD basis set.

Calculated values
HOMO level (eV): -9.0
Energy above the lowest of the compared OMol25 structures with the same formula, charge and spin (kcal/mol): 65.55
Charge: 0
Structure (SMILES): O=C(Nc1cccc([N+](=O)[O-])c1)N1CCc2ccccc2C1
Energy (hartree): -1008.643312
Orbital gap (eV): 8.4049

Cartesian coordinates (Å):
O (-2.73, 0.21, -0.75)
C (-1.67, -0.05, -0.22)
N (-0.58, 0.76, -0.29)
C (0.79, 0.29, -0.18)
C (1.32, -0.06, -1.57)
C (1.12, 1.10, -2.52)
C (1.90, 1.20, -3.67)
C (1.72, 2.25, -4.55)
C (0.77, 3.22, -4.28)
C (-0.01, 3.12, -3.14)
C (0.16, 2.06, -2.26)
C (-0.70, 2.01, -1.02)
H (-0.41, 2.83, -0.35)
H (-1.75, 2.13, -1.29)
H (-0.76, 3.87, -2.93)
H (0.62, 4.04, -4.96)
H (2.33, 2.32, -5.43)
H (2.65, 0.45, -3.87)
H (0.77, -0.93, -1.95)
H (2.37, -0.33, -1.52)
H (1.39, 1.10, 0.25)
H (0.85, -0.57, 0.47)
N (-1.52, -1.24, 0.50)
C (-1.04, -1.40, 1.79)
C (-1.02, -2.68, 2.34)
C (-0.53, -2.87, 3.62)
C (-0.08, -1.81, 4.40)
C (-0.12, -0.54, 3.86)
C (-0.60, -0.33, 2.58)
H (-0.66, 0.67, 2.18)
H (0.21, 0.30, 4.44)
H (0.29, -2.00, 5.39)
N (-0.51, -4.21, 4.17)
O (-0.08, -4.35, 5.29)
O (-0.92, -5.11, 3.46)
H (-1.37, -3.53, 1.77)
H (-2.21, -1.93, 0.22)